# 1
An isolated molecule of CH4NO2PS at a distorted geometry, computed with ωB97M-V/def2-TZVPD.

Structure (XYZ):
```
10
Properties=species:S:1:pos:R:3:lowdin_spin:R:1
O 0.96 -0.49 -1.86 0.0166
H -1.05 -2.29 0.44 0.0008
O 0.87 0.91 -2.11 0.2658
H -1.21 -0.64 0.88 0.0034
N 0.45 3.32 -1.75 0.7797
H 0.46 4.20 -1.43 0.0212
P 0.78 2.17 -0.77 0.8702
S -0.46 -1.14 -1.57 0.0276
H 0.51 -1.36 0.71 0.0007
C -0.45 -1.29 0.29 0.0141
```

Energy above the lowest of the compared OMol25 structures with the same formula, charge and spin (kcal per mole): 136.5
Total charge: 0
Kohn-Sham gap (alpha / beta) (eV): 7.7994 / 5.8635
LUMO (alpha / beta) (eV): 0.861 / -3.384
2S+1: 3
Expectation value of S²: 2.018


# 2
The ion CH4NO2SSi with charge -1 at a distorted geometry, computed with ωB97M-V/def2-TZVPD.

Structure (XYZ):
```
10
Properties=species:S:1:pos:R:3:mulliken_charge:R:1
S 0.41 -2.25 -0.04 -0.7016
O -2.20 -0.61 -0.17 -0.4097
N 1.56 0.86 -0.37 -0.4944
O -1.68 1.54 0.02 -0.6065
H 0.67 0.08 1.99 -0.1490
C -1.31 0.38 0.04 0.5229
H -1.70 -1.46 -0.17 0.2086
H 2.51 0.54 -0.43 0.1911
H 1.27 1.18 -1.28 0.2249
Si 0.46 -0.26 0.41 0.2137
```

Energy above the lowest of the compared OMol25 structures with the same formula, charge and spin (kcal per mole): 0.0
Total charge: -1
Structure (SMILES): N[Si@H]([S-])C(=O)O
Kohn-Sham gap (eV): 7.8238
LUMO (eV): 3.740


# 3
A cluster of 2 separate species, CH4NO2Si in total at a distorted geometry, computed with ωB97M-V/def2-TZVPD.

Structure (XYZ):
```
9
Properties=species:S:1:pos:R:3:mulliken_charge:R:1
H 0.15 -0.71 1.47 0.2358
Si 0.65 0.86 -0.27 0.2865
N 0.20 -0.86 0.41 -0.6194
H 0.84 0.55 -1.72 -0.1620
H 2.09 1.20 0.07 -0.1974
O -0.33 1.98 0.05 -0.6167
C -1.70 -0.67 -0.44 0.0976
O -2.50 -0.53 0.40 -0.2755
H 0.61 -1.82 0.04 0.2512
```

Energy above the lowest of the compared OMol25 structures with the same formula, charge and spin (kcal per mole): 23.6
Total charge: -1
Kohn-Sham gap (eV): 8.4619
LUMO (eV): 4.366


# 4
A cluster of 2 separate species, CH4NO2Si in total at a distorted geometry, computed with ωB97M-V/def2-TZVPD.

Structure (XYZ):
```
9
Properties=species:S:1:pos:R:3:mulliken_charge:R:1
Si 0.31 -0.05 0.12 0.3753
O 2.26 -1.13 -1.64 -0.5560
H 0.78 1.07 0.96 -0.1184
H 0.41 -1.12 1.09 -0.1204
N -2.18 0.56 0.96 -0.7102
C 1.42 -0.26 -1.66 0.4234
H -1.67 0.55 1.79 0.1617
O 1.29 0.76 -2.38 -0.6006
H -2.62 -0.38 0.76 0.1452
```

Energy above the lowest of the compared OMol25 structures with the same formula, charge and spin (kcal per mole): 71.5
Total charge: -1
Kohn-Sham gap (eV): 7.9315
LUMO (eV): 3.588


# 5
The ion CH4NO2Si with charge -1 at a distorted geometry, computed with ωB97M-V/def2-TZVPD.

Structure (XYZ):
```
9
Properties=species:S:1:pos:R:3:mulliken_charge:R:1
H -2.43 0.47 -0.59 0.1929
O 2.32 1.21 0.21 -0.6155
Si -0.14 -0.34 -0.03 0.3243
N -1.73 0.63 0.14 -0.5830
H 0.09 -0.98 -1.34 -0.1572
C 1.64 0.20 0.24 0.4124
H -0.31 -1.56 0.76 -0.1342
O 2.15 -1.15 0.32 -0.6599
H -1.59 1.54 0.30 0.2203
```

Energy above the lowest of the compared OMol25 structures with the same formula, charge and spin (kcal per mole): 30.1
Total charge: -1
Structure (SMILES): N[SiH2]C(=O)[O-]
Kohn-Sham gap (eV): 7.8283
LUMO (eV): 3.920


# 6
A cluster of 2 separate species, CH4NO3 in total, computed with ωB97M-V/def2-TZVPD.

Structure (XYZ):
```
9
Properties=species:S:1:pos:R:3:mulliken_charge:R:1
H -1.77 -0.95 0.07 0.3852
O -2.62 -0.71 -0.34 -0.6779
H -0.50 1.58 0.46 0.2304
H -2.23 -0.26 -1.10 0.3161
C 0.90 0.10 0.06 0.5424
O 2.07 -0.23 0.30 -0.7317
H 0.82 1.59 1.50 0.1905
O 0.03 -0.53 -0.61 -0.7990
N 0.48 1.36 0.57 -0.4561
```

Energy above the lowest of the compared OMol25 structures with the same formula, charge and spin (kcal per mole): 3.5
Total charge: -1
Kohn-Sham gap (eV): 8.6327
LUMO (eV): 4.415


# 7
A cluster of 2 separate species, CH4NO3 in total at a distorted geometry, computed with ωB97M-V/def2-TZVPD.

Structure (XYZ):
```
9
Properties=species:S:1:pos:R:3:mulliken_charge:R:1
H 0.05 1.40 0.67 0.4469
N -0.34 -1.16 -0.57 -0.4632
H -0.47 -2.10 -1.01 0.1869
H -0.77 -1.09 0.34 0.2061
O 1.04 0.39 0.45 -0.7516
O 1.90 -0.78 -1.34 -0.6624
O -0.74 2.03 1.04 -0.7804
H -1.65 1.75 1.00 0.2359
C 0.99 -0.44 -0.57 0.5817
```

Energy above the lowest of the compared OMol25 structures with the same formula, charge and spin (kcal per mole): 14.7
Total charge: -1
Kohn-Sham gap (eV): 9.2148
LUMO (eV): 4.377


# 8
A cluster of 2 separate species, CH4NO3P in total at a distorted geometry, computed with ωB97M-V/def2-TZVPD.

Structure (XYZ):
```
10
Properties=species:S:1:pos:R:3:mulliken_charge:R:1
P -2.82 -0.08 0.53 0.4922
O 0.31 -1.44 0.83 -0.5383
H 2.17 -0.87 0.24 0.3693
H -2.81 -1.56 -1.16 0.3528
C 1.15 -0.65 0.47 0.0466
O -2.02 1.10 0.49 -0.4426
N 0.83 0.67 0.32 -0.3113
O -3.07 -0.62 -1.01 -0.4633
H -0.13 0.98 0.55 0.2624
H 1.60 1.26 0.54 0.2321
```

Energy above the lowest of the compared OMol25 structures with the same formula, charge and spin (kcal per mole): 13.1
Total charge: 0
Structure (SMILES): NC=O.O=PO
Kohn-Sham gap (eV): 9.7538
LUMO (eV): -0.227


# 9
A structure of composition CH4NO3PS at a distorted geometry, computed with ωB97M-V/def2-TZVPD.

Structure (XYZ):
```
11
Properties=species:S:1:pos:R:3:mulliken_charge:R:1
S -2.15 1.56 1.71 -0.8500
O 1.67 -0.82 -1.77 -0.7798
H -1.02 0.81 -0.96 0.3655
H 0.06 2.29 -0.46 0.1741
O -0.84 -1.20 -1.16 -0.7408
H 1.85 -2.31 0.54 0.2422
O 0.96 -2.27 0.33 -0.5731
C -0.28 1.24 -0.27 -0.3642
N 0.47 0.38 0.26 -0.4261
P 0.56 -0.97 -0.76 0.9861
H -1.27 1.28 2.53 -0.0338
```

Energy above the lowest of the compared OMol25 structures with the same formula, charge and spin (kcal per mole): 42.2
Total charge: -2
Kohn-Sham gap (eV): 6.1619
LUMO (eV): 6.574


# 10
The ion CH4NO3S with charge -1 at a distorted geometry, computed with ωB97M-V/def2-TZVPD.

Structure (XYZ):
```
10
Properties=species:S:1:pos:R:3:mulliken_charge:R:1
S 2.20 -0.34 0.35 0.4357
O -1.35 -1.60 -0.01 -0.4971
H 0.20 -0.45 -0.86 0.2190
C -0.46 -0.45 0.02 -0.1100
H -0.73 -2.29 0.06 0.2510
O 0.40 -0.58 0.98 -0.5130
O 2.28 -1.15 -0.84 -0.5615
H 1.87 1.65 0.70 0.2139
N 2.15 1.13 -0.16 -0.5884
H -1.21 0.41 -0.11 0.1503
```

Energy above the lowest of the compared OMol25 structures with the same formula, charge and spin (kcal per mole): 33.9
Total charge: -1
Kohn-Sham gap (eV): 8.0396
LUMO (eV): 3.959


# 11
A cluster of 2 separate species, CH4NOP in total at a distorted geometry, computed with ωB97M-V/def2-TZVPD.

Structure (XYZ):
```
8
Properties=species:S:1:pos:R:3:mulliken_charge:R:1
P -1.08 1.47 1.54 -0.1891
N -0.70 0.13 0.89 -0.0010
H 0.47 0.29 -1.20 0.3160
H -1.12 -1.75 1.02 0.2603
O 1.27 0.77 -1.60 -0.6392
C -0.43 -1.06 0.62 -0.2546
H 0.22 -1.38 -0.21 0.2038
H 1.37 1.53 -1.08 0.3037
```

Energy above the lowest of the compared OMol25 structures with the same formula, charge and spin (kcal per mole): 63.4
Total charge: 0
Kohn-Sham gap (eV): 6.9577
LUMO (eV): -0.748


# 12
A cluster of 2 separate species, CH4NOP in total at a distorted geometry, computed with ωB97M-V/def2-TZVPD.

Structure (XYZ):
```
8
Properties=species:S:1:pos:R:3:lowdin_spin:R:1
O 1.70 0.07 0.60 0.2070
C 1.10 -0.91 -0.30 0.0406
P 1.17 0.89 -0.64 0.7174
H -2.59 1.32 -0.20 0.0392
N -1.86 0.69 0.12 0.9390
H -1.71 0.76 1.06 0.0527
H 2.00 -1.44 -0.83 0.0047
H 0.19 -1.38 0.20 -0.0006
```

Energy above the lowest of the compared OMol25 structures with the same formula, charge and spin (kcal per mole): 27.3
Total charge: 0
Kohn-Sham gap (alpha / beta) (eV): 8.3255 / 8.6132
LUMO (alpha / beta) (eV): 1.133 / -1.250
2S+1: 3
Expectation value of S²: 2.007


# 13
A cluster of 2 separate species, CH4NOPS in total at a distorted geometry, computed with ωB97M-V/def2-TZVPD.

Structure (XYZ):
```
9
Properties=species:S:1:pos:R:3:mulliken_charge:R:1
H 0.44 -1.09 -1.57 0.0409
N 1.49 -0.42 0.21 -0.1815
H -2.00 1.41 0.95 0.2700
O -1.51 -0.48 0.28 -0.4569
P 0.96 -1.77 -0.52 0.1860
H 2.14 -0.76 0.92 0.2921
H -1.20 1.19 -0.84 0.3254
S 1.15 1.20 0.41 -0.2147
C -1.48 0.72 0.15 -0.2614
```

Energy above the lowest of the compared OMol25 structures with the same formula, charge and spin (kcal per mole): 46.4
Total charge: 0
Structure (SMILES): [H]/P=[NH+]\[S-].C=O
Kohn-Sham gap (alpha / beta) (eV): 7.0371 / 7.0417
LUMO (alpha / beta) (eV): -1.284 / -1.282


# 14
An isolated molecule of CH4NOPS3 at a distorted geometry, computed with ωB97M-V/def2-TZVPD.

Structure (XYZ):
```
11
Properties=species:S:1:pos:R:3:mulliken_charge:R:1
S -0.11 -2.08 -1.88 -0.3565
H -0.82 1.06 -2.20 0.2717
S -2.03 -0.83 0.73 -0.2435
S 0.29 3.10 -1.56 -0.2856
O 0.86 -1.36 0.88 -0.5007
H -1.49 -0.16 1.75 0.1648
N 0.34 0.64 -0.46 -0.2048
H 0.97 1.04 0.21 0.2846
C -0.16 1.57 -1.51 -0.0313
P -0.17 -0.96 -0.30 0.5805
H 1.17 -2.27 0.79 0.3207
```

Energy above the lowest of the compared OMol25 structures with the same formula, charge and spin (kcal per mole): 0.0
Total charge: 0
Structure (SMILES): O[P@@](=S)(S)NC=S
Kohn-Sham gap (eV): 9.0642
LUMO (eV): -0.191


# 15
A cluster of 2 separate species, CH4NOS in total at a distorted geometry, computed with ωB97M-V/def2-TZVPD.

Structure (XYZ):
```
8
Properties=species:S:1:pos:R:3:mulliken_charge:R:1
O 1.32 1.96 -1.19 -0.6375
H -0.39 -0.19 0.41 0.0986
N 0.29 0.58 0.28 -0.1936
S -1.57 -1.93 1.07 -0.8644
C 0.42 1.17 -0.92 0.1176
H -0.39 0.91 -1.62 0.2919
H -0.74 -2.95 1.05 -0.0308
H 1.07 0.45 0.91 0.2181
```

Energy above the lowest of the compared OMol25 structures with the same formula, charge and spin (kcal per mole): 0.8
Total charge: -1
Kohn-Sham gap (eV): 7.3504
LUMO (eV): 4.166


# 16
A cluster of 2 separate species, CH4O2 in total at a distorted geometry, computed with ωB97M-V/def2-TZVPD.

Structure (XYZ):
```
7
Properties=species:S:1:pos:R:3:mulliken_charge:R:1
H -0.46 -1.53 2.52 0.2225
H 1.04 1.12 -3.69 0.3254
C -0.54 -0.42 2.42 -0.0448
H -1.53 0.04 2.66 0.2133
H 0.33 0.27 -2.59 0.3247
O 0.39 0.32 2.15 -0.3909
O 0.78 0.20 -3.46 -0.6503
```

Energy above the lowest of the compared OMol25 structures with the same formula, charge and spin (kcal per mole): 6.3
Total charge: 0
Structure (SMILES): C=O.O
Kohn-Sham gap (eV): 11.0682
LUMO (eV): 0.644


# 17
A cluster of 2 separate species, CH4O2S in total at a distorted geometry, computed with ωB97M-V/def2-TZVPD.

Structure (XYZ):
```
8
Properties=species:S:1:pos:R:3:mulliken_charge:R:1
O -0.60 -0.78 -2.72 -0.4366
H 0.56 2.71 2.72 0.1445
C -1.00 -1.27 -1.49 0.2279
O -2.11 -1.40 -1.13 -0.3861
H 1.53 1.17 3.12 0.1385
H 0.06 -1.41 -3.05 0.3397
H -0.08 -1.48 -0.91 0.2551
S 1.64 2.46 3.47 -0.2830
```

Energy above the lowest of the compared OMol25 structures with the same formula, charge and spin (kcal per mole): 13.2
Total charge: 0
Structure (SMILES): O=CO.S
Kohn-Sham gap (eV): 10.3076
LUMO (eV): 0.456


# 18
An isolated molecule of CH4O2S at a distorted geometry, computed with ωB97M-V/def2-TZVPD.

Structure (XYZ):
```
8
Properties=species:S:1:pos:R:3:mulliken_charge:R:1
S 0.73 0.56 -0.67 0.6106
O 2.00 -0.09 -0.22 -0.5381
H -0.44 1.81 1.06 0.3228
H 0.16 -1.50 0.10 0.2737
C -0.45 -0.69 -0.37 -0.6230
H -1.16 -1.03 -1.29 0.2881
O 0.37 1.22 0.98 -0.5618
H -1.20 -0.28 0.42 0.2277
```

Energy above the lowest of the compared OMol25 structures with the same formula, charge and spin (kcal per mole): 47.4
Total charge: 0
Kohn-Sham gap (eV): 10.4637
LUMO (eV): 0.339


# 19
A cluster of 2 separate species, CH4O2S2 in total at a distorted geometry, computed with ωB97M-V/def2-TZVPD.

Structure (XYZ):
```
9
Properties=species:S:1:pos:R:3:mulliken_charge:R:1
O -0.05 0.06 1.70 -0.5362
O 0.65 -0.15 -0.65 -0.4890
S 0.99 -0.37 0.84 0.6721
H 1.09 -1.85 0.69 0.1675
S 2.74 0.43 1.09 -0.3162
H -1.41 -0.05 -1.80 0.2155
C -1.25 0.46 -0.86 -0.3157
H -1.48 -0.18 0.01 0.3441
H -1.28 1.64 -1.03 0.2578
```

Energy above the lowest of the compared OMol25 structures with the same formula, charge and spin (kcal per mole): 92.6
Total charge: 0
Kohn-Sham gap (alpha / beta) (eV): 7.6200 / 7.6192
LUMO (alpha / beta) (eV): -1.311 / -1.311


# 20
A cluster of 2 separate species, CH4O3 in total at a distorted geometry, computed with ωB97M-V/def2-TZVPD.

Structure (XYZ):
```
8
Properties=species:S:1:pos:R:3:mulliken_charge:R:1
O -2.61 1.24 -2.17 -0.5005
O -0.78 0.26 -1.02 -0.3865
H 1.76 -2.14 2.67 0.3240
O 1.84 -2.00 1.70 -0.6447
H 2.68 -1.50 1.59 0.3231
C -1.58 1.30 -1.38 0.3172
H -1.28 2.25 -0.91 0.2053
H -0.02 0.58 -0.47 0.3621
```

Energy above the lowest of the compared OMol25 structures with the same formula, charge and spin (kcal per mole): 24.2
Total charge: 0
Structure (SMILES): O=CO.O
Kohn-Sham gap (eV): 10.9071
LUMO (eV): 0.295